[1]
ORCA calculation (ωB97M-V/def2-TZVPD) on a 2-piece molecular cluster, C5H12NS2 overall.

Geometry as XYZ:
```
20
Properties=species:S:1:pos:R:3:forces:R:3
C -0.161972 -0.375755 -0.039935 -1.97 0.86 -0.79
C -0.337451 1.111035 0.069972 -1.04 0.73 2.94
C -0.147682 -1.202537 1.236534 -2.12 3.25 -0.70
C -0.500761 2.046669 2.089457 -2.13 -0.45 -3.56
C 0.011386 -1.213106 -2.571223 -0.79 -1.71 3.01
N 0.652628 -0.958868 -1.229494 2.17 -1.52 2.28
S -1.856881 0.263534 -0.537237 1.53 0.05 0.43
S 0.695241 2.103634 -0.901309 0.24 1.87 -1.27
H -0.531207 -2.153298 1.078819 -0.97 -1.84 -0.26
H -0.869442 -0.571188 1.885340 1.61 -1.48 -0.52
H 0.837015 -1.279566 1.541487 1.98 0.03 1.38
H 0.287780 1.607345 2.652934 0.38 -0.35 0.40
H -1.601225 1.804125 2.379536 2.25 0.48 -0.47
H -0.306148 3.098643 1.740284 -0.33 -1.27 0.53
H 0.647954 -1.877530 -3.076512 0.74 -1.29 -0.54
H -0.955906 -1.680197 -2.267200 0.57 0.70 -1.13
H 0.054959 -0.348702 -3.106603 -0.90 2.56 -1.31
H 1.551095 -0.348906 -1.313960 -1.68 -1.50 0.06
H 0.897478 -1.976460 -0.826291 -0.08 2.91 -1.21
H 0.004387 3.335120 -1.215289 0.52 -2.05 0.73
```
Positions in Å, forces in eV/Å.

Values from the calculation:
HOMO in eV: -12.31
Lowest unoccupied orbital energy in eV: -3.44
Total charge: +1
HOMO-LUMO gap in eV: 8.867
Relative energy (zero: lowest compared OMol25 entry of this formula, charge and spin) in kcal/mol: 111.42


[2]
ORCA calculation (ωB97M-V/def2-TZVPD) on an isolated molecule of C2H6FNOS.

Geometry as XYZ:
```
12
Properties=species:S:1:pos:R:3:forces:R:3
C 0.844883 0.945897 -0.737828 -1.50 1.02 -0.50
C 0.450891 -1.014846 0.836750 -2.31 1.29 1.10
N 0.001254 -0.100196 -0.163654 -0.78 0.96 -1.35
O -2.301407 -1.235744 -0.029559 2.37 4.51 -1.87
F -1.839263 1.319986 0.580184 -0.52 -1.09 -1.08
S -1.589466 0.034566 -0.589970 -1.07 -3.05 3.95
H 0.174139 1.385757 -1.484710 -0.03 0.60 0.11
H 1.135256 1.803997 -0.064446 -0.02 -1.30 -0.45
H 1.584929 0.585946 -1.438562 0.92 -0.44 0.65
H 1.297151 -1.372750 0.413492 3.11 -1.46 -0.39
H 0.536178 -0.574011 1.852794 0.19 -0.22 -0.65
H -0.294548 -1.778606 0.825504 -0.37 -0.82 0.48
```
Positions in Å, forces in eV/Å.

Values from the calculation:
HOMO in eV: -10.03
Lowest unoccupied orbital energy in eV: 0.58
Total charge: 0
HOMO-LUMO gap in eV: 10.616
Relative energy (zero: lowest compared OMol25 entry of this formula, charge and spin) in kcal/mol: 20.09


[3]
ORCA calculation (ωB97M-V/def2-TZVPD) on an isolated molecule of C5H10O2.

Geometry as XYZ:
```
17
Properties=species:S:1:pos:R:3:forces:R:3
C 1.735745 0.653447 0.366455 0.02 0.06 0.04
C 0.478252 -0.175902 0.479580 0.14 0.03 -0.17
C -0.185258 -0.507825 -0.847445 0.02 -0.04 0.04
C -1.158344 0.616623 -1.266998 0.34 0.16 -0.10
O -2.488296 0.147778 -1.379489 -0.14 -0.14 0.26
C 0.228181 -0.950665 1.699755 0.15 -0.30 0.10
O -0.437160 0.282984 1.482228 -0.23 0.17 0.00
H 2.566358 0.057643 -0.029609 -0.16 0.07 0.04
H 1.568193 1.495565 -0.316198 0.04 -0.10 0.12
H 2.017262 1.051445 1.344726 -0.01 -0.06 -0.12
H -0.759051 -1.441313 -0.787002 0.10 0.16 0.05
H 0.589035 -0.668411 -1.608891 -0.14 0.02 0.16
H -0.900577 1.023951 -2.249312 -0.05 -0.11 0.13
H -1.098337 1.438974 -0.536702 -0.04 -0.16 -0.20
H -2.707779 -0.257581 -0.529308 -0.10 0.16 -0.17
H 0.966848 -0.935075 2.501910 -0.09 -0.04 -0.12
H -0.415071 -1.831637 1.676301 0.15 0.12 -0.07
```
Positions in Å, forces in eV/Å.

Values from the calculation:
HOMO in eV: -10.17
Lowest unoccupied orbital energy in eV: 0.93
Total charge: 0
HOMO-LUMO gap in eV: 11.103
Relative energy (zero: lowest compared OMol25 entry of this formula, charge and spin) in kcal/mol: 53.14
SMILES: C[C@@]1(CCO)CO1


[4]
ORCA calculation (ωB97M-V/def2-TZVPD) on C26H53O25V as an isolated structure.

Geometry as XYZ:
```
105
Properties=species:S:1:pos:R:3:forces:R:3
V 4.845519 1.844967 23.039083 1.16 3.35 -1.05
C 5.358340 5.947259 21.502354 -1.01 0.39 1.43
C 6.263395 4.781152 21.445340 1.00 -1.15 0.02
O 5.810960 3.573251 21.942420 -1.47 -2.06 0.99
H 5.030430 6.161376 22.519567 0.44 0.12 0.48
H 4.385209 5.684984 21.087228 0.17 0.44 -1.00
H 5.876083 6.838884 21.148735 -0.56 0.04 -0.53
H 7.228321 5.001553 21.901867 0.33 0.48 0.44
H 6.535327 4.707755 20.392357 0.04 -0.43 -0.69
C 9.404633 7.779072 20.430893 -0.56 0.36 0.88
O 10.442848 6.800917 20.369497 0.61 -1.11 1.73
C 10.546015 5.885279 21.420568 -1.78 0.28 0.29
O 9.944621 5.894565 22.501166 1.32 0.38 -2.51
O 11.345071 4.906342 20.979247 -0.32 -0.69 -0.27
C 11.479851 3.684477 21.745657 1.67 0.67 1.92
H 9.251946 8.196981 21.425956 0.03 -0.61 0.38
H 8.482402 7.309621 20.088571 -0.05 0.24 -0.09
H 9.631933 8.692938 19.881995 0.45 -0.64 -0.69
H 11.146348 3.841248 22.771477 -0.52 0.04 -0.24
H 12.547464 3.533238 21.905107 0.24 0.32 -0.34
H 11.192658 2.691197 21.400668 -1.02 0.71 -1.07
C 5.839421 1.591814 18.675324 0.12 -0.24 -0.31
O 4.659692 0.727987 18.641605 -0.84 0.20 1.89
C 3.969773 0.503707 19.800798 1.78 1.29 -1.33
O 4.253919 0.989412 20.892289 -0.03 -0.58 0.21
O 2.948969 -0.259352 19.525898 0.29 0.03 -0.47
C 2.116095 -0.689588 20.575235 -0.42 -0.24 0.98
H 6.257208 1.485696 17.674173 0.16 -0.26 0.23
H 6.528842 1.268811 19.455369 -0.07 -0.07 -0.12
H 5.655922 2.660028 18.790860 -0.67 -0.15 0.36
H 2.679922 -1.105883 21.410047 0.25 -0.36 -0.26
H 1.458903 -1.434503 20.126581 0.02 0.20 0.25
H 1.565490 0.130120 21.036761 -0.27 0.19 -0.45
C 2.372923 9.865372 18.841184 1.64 -1.26 -0.99
O 3.181828 10.384165 19.879264 -1.44 1.60 0.31
C 4.340860 9.827446 20.134931 -0.21 0.15 -0.23
O 4.838712 8.923042 19.537423 0.52 -1.03 -0.26
O 4.835998 10.505553 21.145467 1.21 0.69 1.67
C 5.815040 9.926825 22.019970 0.28 -0.04 0.36
H 1.546399 10.497964 18.517504 0.01 -0.01 0.99
H 2.176166 8.836468 19.142419 -0.93 0.09 -0.27
H 3.022946 9.769832 17.971445 -0.07 -0.06 -0.29
H 6.183845 10.650233 22.747129 -0.64 0.62 -0.29
H 6.748974 9.604912 21.559275 -0.43 -0.43 -0.61
H 5.348155 9.154827 22.631652 0.07 -0.33 -0.35
C 8.573763 3.284399 23.968651 -0.97 1.91 -0.77
O 8.824844 2.153673 24.732926 2.74 -0.23 0.95
C 8.034850 1.174266 24.655356 -2.87 -1.30 -0.55
O 6.946187 1.229505 24.041224 0.53 -0.89 0.39
O 8.486300 0.132700 25.357983 -0.58 1.15 -0.54
C 7.903427 -1.143942 25.158145 0.55 -1.27 -0.31
H 8.524078 3.091664 22.896979 -0.20 -0.35 0.08
H 9.354988 4.031773 24.107218 -0.08 -0.30 0.42
H 7.604744 3.642713 24.316107 0.01 0.51 -0.46
H 7.746258 -1.398674 24.110046 0.09 0.42 -0.13
H 6.974226 -1.381763 25.675953 0.07 0.65 0.35
H 8.707904 -1.785011 25.518620 -0.38 -0.29 0.08
C 2.332537 3.563839 20.449537 0.13 -0.86 -0.40
O 1.307993 3.347807 21.448692 0.15 0.01 0.92
C 1.654547 2.824793 22.617709 0.37 -1.36 -0.06
O 2.812288 2.662420 23.048009 -1.49 -0.11 -0.54
O 0.540200 2.378689 23.210372 -0.26 1.20 -0.53
C 0.472166 1.573072 24.370552 2.20 -1.57 0.91
H 3.299252 3.737689 20.922117 -0.04 0.41 -0.22
H 1.972116 4.266875 19.698588 0.06 0.59 0.77
H 2.392363 2.652515 19.854547 0.12 -0.29 0.25
H 1.383591 1.609806 24.967247 0.21 0.82 0.06
H 0.543527 0.524963 24.079918 -0.69 -0.10 -0.42
H -0.345302 1.689914 25.082031 -0.36 0.77 -0.91
C 4.977253 5.723275 25.206965 -0.04 -0.37 -1.68
O 4.537855 4.972531 26.310323 -0.91 -2.00 1.36
C 4.491870 3.624913 26.168532 2.39 -0.50 0.45
O 4.577345 2.963049 25.136605 -0.44 0.63 0.00
O 4.630452 3.050403 27.371893 0.04 1.52 0.20
C 4.860846 1.647111 27.559024 -1.37 -0.28 -1.39
H 4.309412 5.486088 24.378812 0.35 0.07 -0.27
H 5.994664 5.400446 24.986161 0.00 0.25 -0.32
H 4.938971 6.802172 25.357351 -0.10 -0.29 0.71
H 5.526975 1.202114 26.819871 0.52 0.47 0.13
H 3.896480 1.208236 27.303119 -0.06 -0.54 0.57
H 5.158722 1.445774 28.588021 -0.08 0.39 -0.26
C 11.123640 0.834636 15.667106 -0.01 -0.65 0.03
O 11.156280 1.767140 16.740082 -1.98 1.91 0.66
C 9.975188 2.446577 17.080550 -1.23 -1.72 -0.62
O 8.867549 2.422369 16.504242 3.56 0.09 1.29
O 10.199875 2.999399 18.290599 0.00 0.36 -1.01
C 9.068664 3.632984 18.900898 -0.60 -0.96 0.88
H 12.113859 0.763527 15.217091 -0.08 0.69 -0.11
H 10.341281 1.060385 14.942503 0.14 -0.04 0.08
H 11.008675 -0.156292 16.106364 -0.56 -0.07 -0.04
H 8.631172 4.486148 18.382421 0.43 -0.11 -0.17
H 9.328933 3.855154 19.935784 0.53 0.50 -0.37
H 8.309559 2.868903 19.068373 -0.33 0.00 -0.54
C 1.794700 6.449352 23.229809 -0.71 -0.46 -0.69
O 0.436411 6.786881 23.590320 1.83 -3.25 -0.44
C 0.104814 8.007970 23.690191 -0.94 3.80 0.57
O 0.823681 8.998107 23.601738 -1.21 -1.49 0.08
O -1.232997 7.964297 23.962444 0.90 0.07 -0.37
C -1.923937 9.149983 24.259623 -0.14 1.32 0.83
H 1.829676 6.302316 22.150344 0.10 0.75 -0.23
H 1.941459 5.416029 23.544154 0.18 0.30 0.85
H 2.519987 7.183927 23.579743 -0.15 -0.22 0.04
H -2.754645 9.320433 23.574808 0.16 -0.23 -0.07
H -1.292041 10.037244 24.299247 0.31 -0.15 -0.56
H -2.296770 9.106612 25.282949 -0.29 -0.45 -0.04
```
Positions in Å, forces in eV/Å.

Values from the calculation:
HOMO (spin up / spin down) in eV: -10.31 / -10.37
Lowest unoccupied orbital energy (spin up / spin down) in eV: -3.15 / -3.14
Total charge: +1
HOMO-LUMO gap (spin up / spin down) in eV: 7.158 / 7.231
Relative energy (zero: lowest compared OMol25 entry of this formula, charge and spin) in kcal/mol: 67.75
Spin multiplicity: 4


Please write out number 1 again, unchanged.
ORCA calculation (ωB97M-V/def2-TZVPD) on a 2-piece molecular cluster, C5H12NS2 overall.

Geometry as XYZ:
```
20
Properties=species:S:1:pos:R:3:forces:R:3
C -0.161972 -0.375755 -0.039935 -1.97 0.86 -0.79
C -0.337451 1.111035 0.069972 -1.04 0.73 2.94
C -0.147682 -1.202537 1.236534 -2.12 3.25 -0.70
C -0.500761 2.046669 2.089457 -2.13 -0.45 -3.56
C 0.011386 -1.213106 -2.571223 -0.79 -1.71 3.01
N 0.652628 -0.958868 -1.229494 2.17 -1.52 2.28
S -1.856881 0.263534 -0.537237 1.53 0.05 0.43
S 0.695241 2.103634 -0.901309 0.24 1.87 -1.27
H -0.531207 -2.153298 1.078819 -0.97 -1.84 -0.26
H -0.869442 -0.571188 1.885340 1.61 -1.48 -0.52
H 0.837015 -1.279566 1.541487 1.98 0.03 1.38
H 0.287780 1.607345 2.652934 0.38 -0.35 0.40
H -1.601225 1.804125 2.379536 2.25 0.48 -0.47
H -0.306148 3.098643 1.740284 -0.33 -1.27 0.53
H 0.647954 -1.877530 -3.076512 0.74 -1.29 -0.54
H -0.955906 -1.680197 -2.267200 0.57 0.70 -1.13
H 0.054959 -0.348702 -3.106603 -0.90 2.56 -1.31
H 1.551095 -0.348906 -1.313960 -1.68 -1.50 0.06
H 0.897478 -1.976460 -0.826291 -0.08 2.91 -1.21
H 0.004387 3.335120 -1.215289 0.52 -2.05 0.73
```
Positions in Å, forces in eV/Å.

Values from the calculation:
HOMO in eV: -12.31
Lowest unoccupied orbital energy in eV: -3.44
Total charge: +1
HOMO-LUMO gap in eV: 8.867
Relative energy (zero: lowest compared OMol25 entry of this formula, charge and spin) in kcal/mol: 111.42


Question: Which value of relative energy (zero: lowest compared OMol25 entry of this formula, charge and spin) does entry 4 give?
Answer: 67.75 kcal/mol


Question: Number 1 is which compound?
Answer: C5H12NS2


Please write out number 2 again, unchanged.
ORCA calculation (ωB97M-V/def2-TZVPD) on an isolated molecule of C2H6FNOS.

Geometry as XYZ:
```
12
Properties=species:S:1:pos:R:3:forces:R:3
C 0.844883 0.945897 -0.737828 -1.50 1.02 -0.50
C 0.450891 -1.014846 0.836750 -2.31 1.29 1.10
N 0.001254 -0.100196 -0.163654 -0.78 0.96 -1.35
O -2.301407 -1.235744 -0.029559 2.37 4.51 -1.87
F -1.839263 1.319986 0.580184 -0.52 -1.09 -1.08
S -1.589466 0.034566 -0.589970 -1.07 -3.05 3.95
H 0.174139 1.385757 -1.484710 -0.03 0.60 0.11
H 1.135256 1.803997 -0.064446 -0.02 -1.30 -0.45
H 1.584929 0.585946 -1.438562 0.92 -0.44 0.65
H 1.297151 -1.372750 0.413492 3.11 -1.46 -0.39
H 0.536178 -0.574011 1.852794 0.19 -0.22 -0.65
H -0.294548 -1.778606 0.825504 -0.37 -0.82 0.48
```
Positions in Å, forces in eV/Å.

Values from the calculation:
HOMO in eV: -10.03
Lowest unoccupied orbital energy in eV: 0.58
Total charge: 0
HOMO-LUMO gap in eV: 10.616
Relative energy (zero: lowest compared OMol25 entry of this formula, charge and spin) in kcal/mol: 20.09